1.
CH10N5 | the ωB97M-V functional and the def2-TZVPD basis

Structure (XYZ):
```
16
Properties=species:S:1:pos:R:3:forces:R:3
C -1.484463 0.850665 -0.629365 -1.457 -1.355 -0.080
N 0.485536 -3.254291 0.278832 0.176 -0.024 -0.176
N -0.661010 -0.792024 0.854428 3.513 -3.679 1.305
N -1.257459 -0.098400 0.029009 -2.087 5.013 -2.805
N 0.273782 2.415744 -0.931527 -3.023 3.862 0.559
N 0.711915 2.237873 0.466978 0.729 0.079 -1.701
H -2.228177 1.337485 -1.299397 1.022 -0.566 0.781
H 0.055278 -3.926460 0.917124 0.186 0.181 -0.267
H 0.354478 -3.593381 -0.671879 -0.084 -0.080 0.185
H -0.945910 -0.912139 1.799591 -0.912 0.383 0.519
H -0.095931 -1.618714 0.467607 -0.531 0.187 0.471
H 0.785787 2.147384 -1.707193 2.279 -1.393 -1.032
H 0.139279 3.478932 -1.187627 0.173 -2.591 1.106
H 1.646536 1.775645 0.384978 -0.763 1.170 0.706
H 0.731533 3.218561 0.790120 0.839 -1.062 0.319
H 1.488827 -3.266881 0.438320 -0.060 -0.126 0.111
```
Forces are in eV/Å.

ΔE to the lowest compared entry with this formula, charge and spin = 104.8 kcal per mole
Total charge = +1
E = -8638.773 eV
Gap between HOMO and LUMO = 9.175 eV
HOMO level = -12.23 eV



2.
CH2NOS3 | the ωB97M-V functional and the def2-TZVPD basis

Structure (XYZ):
```
8
Properties=species:S:1:pos:R:3:forces:R:3
C -0.847638 -1.707607 -1.187042 0.093 1.533 -0.516
N 1.128895 1.483649 1.037522 -0.710 0.627 -1.982
O -1.106242 -2.579222 -1.970046 -0.181 -0.086 0.147
S -0.010764 -1.532189 0.279951 0.960 -1.478 1.581
S -1.066254 0.090073 -1.162822 -0.874 -0.095 -1.237
S -0.293779 2.317685 0.964446 -0.794 1.240 0.340
H 1.054119 0.947570 0.158074 1.041 -0.467 0.812
H 1.141663 0.980041 1.879917 0.466 -1.275 0.855
```
Forces are in eV/Å.

ΔE to the lowest compared entry with this formula, charge and spin = 50.3 kcal per mole
Total charge = -1
E = -37112.599 eV
Gap between HOMO and LUMO (spin up / spin down) = 7.150 / 5.326 eV
HOMO level (spin up / spin down) = -3.99 / -2.82 eV



3.
C2H5MgMnO3 | the ωB97M-V functional and the def2-TZVPD basis

Structure (XYZ):
```
12
Properties=species:S:1:pos:R:3:forces:R:3
O -0.176263 -0.168274 -1.552482 -0.204 -1.086 -0.045
C -1.313979 0.080201 -0.778980 -0.610 1.389 -0.256
C -1.105592 -0.157784 0.732902 -0.654 -0.302 0.035
O 0.265053 -0.052133 0.997828 0.226 0.651 1.321
Mg 1.650585 1.370447 0.859278 -0.004 0.021 0.268
H -2.228957 -0.436807 -1.125052 0.376 -0.068 0.000
H -1.513299 1.166433 -0.903003 -0.214 -0.295 0.110
H -1.454137 -1.153045 1.067518 0.124 0.064 -0.301
H -1.727227 0.546111 1.315126 0.363 0.013 -0.167
Mn 1.145982 -1.002452 -0.470481 0.207 -0.694 -1.173
O 2.775551 -0.105432 0.078056 0.300 0.279 0.284
H 3.682286 -0.087261 -0.220713 0.091 0.027 -0.076
```
Forces are in eV/Å.

ΔE to the lowest compared entry with this formula, charge and spin = 6.1 kcal per mole
Total charge = 0
E = -45062.662 eV
Multiplicity = 7
⟨S²⟩ = 12.01
Gap between HOMO and LUMO (spin up / spin down) = 5.696 / 8.179 eV
HOMO level (spin up / spin down) = -5.98 / -9.01 eV



4.
C40H98N3O10S8 | the ωB97M-V functional and the def2-TZVPD basis

Structure (XYZ):
```
159
Properties=species:S:1:pos:R:3:forces:R:3
C 2.805569 -2.849120 2.383689 0.064 0.091 0.495
C 1.999340 -1.797766 3.361245 -0.583 -0.612 -0.031
C 0.387378 -1.715339 3.049109 0.278 -0.091 -0.382
C 0.038026 -1.618738 1.440159 -0.633 0.436 0.420
C -1.187687 -0.517019 1.242381 -0.044 -0.597 -0.302
C -2.297018 -1.004442 0.115309 0.398 0.931 0.131
C -1.928752 -0.366203 -1.355609 -0.273 -0.262 -0.035
C -2.495078 1.172278 -1.472143 -0.252 0.124 -0.690
C -1.395939 2.187307 -2.163976 -0.565 0.543 0.510
C -0.719234 3.190581 -1.028620 0.584 0.057 -0.113
C 0.946856 3.139965 -1.092841 -0.274 0.321 0.450
C 1.633441 4.637229 -1.105464 -0.166 -0.233 -0.094
C 3.089425 4.680349 -1.909132 -0.540 0.823 0.522
C 2.898508 5.190688 -3.476667 1.114 -0.211 -0.323
C 3.756077 4.259187 -4.562054 0.497 0.084 0.899
C 3.214264 2.715462 -4.667539 1.335 0.053 2.298
N 1.847086 2.578185 -5.345920 2.480 -3.778 -2.173
C 1.788560 1.096343 -5.772378 -0.057 0.940 0.056
N 1.520750 0.839009 -7.239061 -0.952 0.460 3.342
C 0.126376 0.312888 -7.500888 -1.758 -1.084 -0.967
C -1.033042 0.886270 -6.492993 -2.673 5.486 -0.283
O -1.571101 2.086221 -6.725086 3.530 -7.870 1.580
O -1.492224 0.042329 -5.378905 2.041 1.959 -1.848
N 1.985475 0.058571 -4.852364 -1.094 2.733 -2.986
C 1.981872 -1.410236 -5.223988 1.002 -2.148 1.396
C 0.974039 -2.190176 -4.192055 0.082 0.113 0.538
C 3.516212 -1.974725 -4.872645 0.254 0.933 -0.561
C 4.089219 -2.872252 -6.119480 0.039 0.322 0.775
C 5.717287 -3.055433 -5.852235 -1.057 -0.025 0.216
H 3.469834 -3.543453 3.055053 -1.218 1.356 -1.520
H 3.515305 -2.254338 1.643527 -1.479 -1.315 1.389
H 2.055853 -3.530082 1.788710 1.513 1.322 1.059
H 2.109839 -2.193114 4.471818 -0.077 1.216 -2.364
H 2.470653 -0.730985 3.235336 -0.924 -2.061 0.524
H -0.040948 -0.768878 3.596972 0.808 -2.028 -1.101
H -0.186319 -2.664390 3.458105 1.269 1.993 -0.626
H -0.352607 -2.646108 1.020648 0.911 1.907 0.859
H 0.997240 -1.307743 0.837723 -1.827 -0.519 1.046
H -1.763348 -0.378451 2.263247 1.365 -0.267 -1.986
H -0.685126 0.498101 0.920622 -1.171 -1.717 0.682
H -2.395798 -2.171507 0.078578 0.184 2.439 0.132
H -3.325753 -0.535800 0.442209 1.810 -1.126 -0.764
H -0.760108 -0.322651 -1.489127 -2.047 -0.152 0.363
H -2.348739 -1.067803 -2.225028 0.782 1.633 1.776
H -2.776398 1.527570 -0.392617 0.700 -0.609 -2.113
H -3.490576 1.263988 -2.121877 2.081 -0.565 1.460
H -1.908793 2.873363 -2.975856 1.022 -1.523 1.531
H -0.580710 1.528083 -2.708077 -1.375 1.347 1.083
H -1.109152 2.884876 0.046665 0.995 0.584 -2.254
H -1.046454 4.320931 -1.189632 0.563 -2.461 0.223
H 1.331902 2.535283 -0.157220 -0.600 1.119 -1.958
H 1.271420 2.577147 -2.071323 -0.609 1.009 1.748
H 0.853191 5.374613 -1.611176 1.814 -1.430 0.921
H 1.790959 5.030380 -0.009587 -0.352 -0.896 -2.129
H 3.744202 5.473000 -1.312885 -1.232 -1.674 -1.524
H 3.669760 3.663538 -1.835649 -1.271 1.799 -0.163
H 3.409103 6.268267 -3.515987 -1.525 -2.284 -0.197
H 1.780858 5.199732 -3.832557 2.110 0.202 0.953
H 4.856877 4.204376 -4.103929 -2.321 -0.076 -1.202
H 3.846787 4.790859 -5.616840 -0.347 -1.216 2.109
H 4.031634 1.986815 -5.136684 -1.701 1.756 0.709
H 3.058071 2.316319 -3.553495 0.419 1.019 -2.280
H 1.958191 3.141497 -6.240451 -0.702 -0.974 1.217
H 1.646973 1.686974 -7.834146 0.009 -0.715 1.253
H -0.164369 0.667356 -8.599075 0.568 -0.740 2.539
H 0.062343 -0.863820 -7.490053 0.338 2.397 0.121
H -0.916151 0.199132 -4.573600 -0.908 0.001 -1.140
H 2.149958 0.278295 -3.823816 -0.356 -0.095 -1.927
H 1.766102 -1.635449 -6.351911 0.313 0.979 2.297
H 1.377136 -3.294136 -3.984467 -1.043 2.455 -0.760
H 1.073467 -1.634272 -3.140470 -0.396 -1.204 -2.168
H -0.158943 -2.192908 -4.535961 2.449 -0.001 0.747
H 4.232831 -1.027610 -4.768776 -1.514 -1.950 -0.294
H 3.556610 -2.517150 -3.820285 -0.230 0.959 -2.316
H 3.521101 -3.921588 -6.124842 1.305 2.343 -0.214
H 3.871340 -2.271410 -7.125305 0.487 -1.414 2.163
H 6.296540 -2.930544 -6.861301 -0.973 -0.490 2.114
H 5.839921 -4.127781 -5.358320 0.192 2.436 -1.150
H 6.044439 -2.199938 -5.086756 -0.495 -2.046 -1.752
C -1.892033 1.879646 5.180931 -0.016 0.033 -0.214
S -1.565661 0.379544 6.138265 -0.184 0.005 -0.181
O -1.752225 -0.791278 5.219476 -0.173 0.471 0.304
C -3.043621 0.498510 7.174753 -0.089 -0.043 0.070
H -1.104368 1.992402 4.431972 0.019 -0.123 0.227
H -2.859561 1.799922 4.679637 -0.035 -0.134 0.119
H -1.884239 2.745894 5.846475 0.023 -0.133 0.075
H -3.939270 0.505114 6.549045 0.120 -0.021 -0.043
H -2.997039 1.411185 7.773285 0.082 0.014 -0.099
H -3.072667 -0.368209 7.839409 0.109 0.057 -0.154
C 4.638034 -4.163336 6.423192 0.002 -0.077 -0.091
S 4.794776 -2.363605 6.521755 -0.053 0.104 -0.473
O 4.507571 -1.810541 5.157410 0.389 -0.339 0.676
C 6.589577 -2.348157 6.748191 0.122 0.001 -0.054
H 3.589192 -4.411684 6.243406 0.127 0.154 0.019
H 5.246992 -4.547011 5.601168 -0.049 0.112 0.017
H 4.958075 -4.609522 7.367589 -0.034 0.100 -0.030
H 7.076744 -2.845220 5.905969 -0.123 0.026 0.020
H 6.843954 -2.855339 7.681704 -0.077 0.045 -0.048
H 6.924580 -1.309387 6.798602 -0.165 -0.115 -0.009
C 1.276091 4.895989 2.976131 -0.108 -0.044 0.000
S 1.999789 3.269166 3.297095 -0.250 -0.045 0.379
O 1.120292 2.572852 4.292805 0.437 0.474 -0.467
C 3.448370 3.885678 4.188358 0.068 -0.059 0.125
H 0.327349 4.757222 2.452011 0.051 -0.029 0.077
H 1.095846 5.417452 3.919184 0.040 -0.116 -0.028
H 1.953667 5.479081 2.348207 0.021 -0.074 0.053
H 3.132578 4.470296 5.055674 -0.077 -0.076 -0.090
H 4.052911 4.502693 3.519619 -0.085 -0.063 -0.016
H 4.039829 3.030510 4.524031 -0.165 0.040 -0.094
C -4.577713 6.217538 2.080977 0.024 0.114 -0.058
S -3.353077 4.910588 2.336837 0.151 0.075 -0.138
O -2.015097 5.463139 1.944021 -0.464 -0.165 -0.011
C -3.924926 3.856054 0.982668 0.033 0.012 -0.057
H -4.389837 7.016205 2.802713 0.055 -0.184 -0.058
H -4.491375 6.617400 1.067856 0.069 -0.082 0.066
H -5.580264 5.814335 2.241325 0.114 -0.032 0.027
H -3.879460 4.403313 0.038114 0.049 0.029 0.096
H -4.949416 3.532227 1.180013 0.091 0.032 0.059
H -3.274016 2.980352 0.925444 -0.080 0.207 0.175
C -2.266799 -4.999181 -2.584080 0.124 -0.073 0.051
S -3.541023 -3.785650 -2.163355 -0.246 -0.305 0.358
O -3.647861 -3.744015 -0.667810 0.020 -0.279 -0.731
C -4.933883 -4.760832 -2.781243 0.075 0.135 0.099
H -1.298742 -4.616226 -2.251993 -0.158 0.036 0.030
H -2.472964 -5.947078 -2.081341 -0.042 0.119 0.005
H -2.245415 -5.145135 -3.666501 -0.065 0.048 0.054
H -4.973536 -5.723647 -2.266308 0.095 0.114 0.022
H -4.822811 -4.914731 -3.857052 -0.066 0.078 0.112
H -5.857039 -4.208986 -2.588733 0.246 -0.052 -0.086
C 5.236060 -7.441795 0.209511 -0.061 -0.107 -0.038
S 5.054911 -5.792416 0.930655 -0.486 -0.076 0.531
O 4.035359 -5.888889 2.026561 0.599 -0.105 -0.774
C 4.241090 -5.052789 -0.505824 -0.150 0.068 -0.126
H 5.695781 -8.097699 0.952825 -0.064 0.202 -0.037
H 4.256245 -7.838499 -0.066800 0.034 0.098 0.076
H 5.880468 -7.386119 -0.670847 -0.011 0.047 0.081
H 3.323448 -5.598649 -0.737584 0.061 -0.019 0.108
H 4.919012 -5.077410 -1.362097 0.040 -0.040 0.088
H 3.995064 -4.014757 -0.269656 0.066 -0.154 0.141
C -8.571391 -6.632967 -2.011850 0.080 0.060 0.074
S -8.644848 -6.259844 -3.780663 0.120 0.213 0.020
O -7.482432 -5.368057 -4.102075 -0.519 -0.268 0.217
C -10.120481 -5.217471 -3.686878 -0.006 0.123 -0.011
H -7.691582 -7.253087 -1.823551 -0.115 0.077 -0.137
H -8.491253 -5.706910 -1.437606 -0.003 -0.027 -0.113
H -9.469291 -7.180990 -1.717164 0.067 0.029 -0.092
H -9.943729 -4.379833 -3.008009 0.076 -0.097 -0.043
H -10.966287 -5.813143 -3.335918 0.109 -0.016 -0.045
H -10.338962 -4.833676 -4.686268 0.122 -0.127 0.104
C -4.019667 6.324820 8.662541 0.000 -0.013 0.126
S -3.352062 5.288007 7.338670 0.218 -0.226 0.248
O -2.745977 4.074325 7.978544 -0.212 0.580 -0.252
C -1.998076 6.403699 6.897331 0.133 -0.001 0.020
H -4.866158 5.805053 9.117914 0.142 -0.010 -0.150
H -3.253284 6.502176 9.420803 -0.006 -0.081 -0.110
H -4.361386 7.274595 8.244748 0.028 -0.100 -0.036
H -1.357931 6.576245 7.765769 -0.104 -0.083 -0.019
H -2.407815 7.350793 6.538842 -0.037 -0.097 0.018
H -1.410935 5.939754 6.101196 -0.161 -0.042 0.092
```
Forces are in eV/Å.

Total charge = +1
E = -154672.399 eV
Gap between HOMO and LUMO = 5.377 eV
HOMO level = -9.10 eV



- Which value of total charge does entry 3 give?
  0